Molecular formula: C18H38OP2Pb
Method: DFT, wB97M-V/def2-TZVPD

The value obtained for the HOMO energy is -13.593 eV. The net charge is +2. The value obtained for the energy relative to the best compared isomer or geometry (same formula, charge and spin) is 0.0000 eV. The value obtained for the largest force on an atom is 0.06597 Eh/bohr. As for the total energy: -45135.107 eV.

Each line ends with the Mulliken charge.
Cartesian coordinates (Å):
P  1.6794  -1.4255  -1.7248  0.52
P  1.8627  1.7403  -1.6009  0.45
C  1.3092  -0.4225  -3.2533  -1.05
C  2.1435  0.8618  -3.1958  -0.81
H  0.2319  -0.2110  -3.3209  0.40
H  1.5884  -1.0177  -4.1326  0.57
H  3.2209  0.6156  -3.2143  0.31
H  1.9385  1.5491  -4.0247  0.54
C  0.0832  2.1875  -1.4692  -0.93
H  -0.0937  2.6705  -0.4906  0.39
H  -0.5624  1.2914  -1.5143  0.06
H  -0.2031  2.8832  -2.2701  0.49
C  2.8799  3.2383  -1.6165  -1.10
H  2.5895  3.8928  -2.4526  0.44
H  3.9396  2.9446  -1.7218  0.42
H  2.7510  3.7653  -0.6571  0.43
C  0.4305  -2.7445  -2.0922  -1.35
H  0.4695  -3.5115  -1.3104  0.37
H  0.6638  -3.2163  -3.0587  0.51
H  -0.5860  -2.3372  -2.1337  0.35
C  3.0877  -2.3365  -2.5137  -1.31
H  3.9495  -1.6785  -2.6656  0.39
H  2.7599  -2.7254  -3.4906  0.47
H  3.3789  -3.1861  -1.8832  0.42
Pb  2.2866  0.5267  0.5457  1.18
C  -2.9328  1.0075  0.5972  -0.62
C  -3.8700  0.8105  -0.3611  -0.58
C  -4.3136  -0.5277  -0.8364  -0.79
C  -4.6032  -1.5297  0.3169  -0.85
C  -3.5559  -2.5845  0.4935  -0.79
C  -2.2510  -2.4403  0.2170  -0.49
C  -1.5584  -1.1061  0.0558  0.50
C  -2.0101  -0.0513  1.1112  0.57
C  2.7017  -1.3753  1.5342  -1.05
H  -2.8145  1.9785  1.0781  0.52
H  -4.3839  1.6751  -0.7874  0.46
H  -3.5945  -0.9549  -1.5448  0.25
H  -5.2432  -0.3894  -1.4082  0.47
H  -4.7806  -0.9827  1.2542  0.40
H  -5.5477  -2.0434  0.0878  0.47
H  -3.9360  -3.5324  0.8811  0.43
H  -1.6023  -3.3183  0.0967  0.32
H  -1.7013  -0.6993  -0.9516  0.16
H  -0.4779  -1.2689  0.1518  -0.14
H  -2.4495  -0.5923  1.9635  0.56
H  -1.1049  0.4215  1.5237  -0.81
H  3.5730  -1.2751  2.2020  0.51
H  2.8913  -2.0815  0.7048  0.33
H  1.7973  -1.6298  2.0938  0.34
C  1.6684  1.1392  4.8804  -1.49
C  1.0405  1.4379  3.5328  1.22
C  0.0262  2.5588  3.6880  -1.43
O  1.9886  1.7362  2.5520  -0.69
H  2.2109  2.0070  5.2635  0.38
H  2.3515  0.2913  4.8425  0.33
H  0.8786  0.8994  5.5989  0.38
H  0.4956  0.5301  3.2144  -0.07
H  0.5258  3.4864  4.0042  0.43
H  -0.5116  2.7574  2.7566  0.22
H  -0.7057  2.2913  4.4547  0.39

Molecular formula: C18H38OP2Pt
Method: DFT, wB97M-V/def2-TZVPD

The value obtained for the HOMO energy (spin up / spin down) is -12.238 / -14.644 eV. The net charge is +2. As for the spin multiplicity: 5. The value obtained for the energy relative to the best compared isomer or geometry (same formula, charge and spin) is 0.0000 eV. The value obtained for the largest force on an atom is 0.06066 Eh/bohr. As for the total energy: -43127.805 eV.

Each line ends with the Mulliken charge.
Cartesian coordinates (Å):
P  -1.1507  -0.2865  -2.7746  0.65
P  -2.4622  -1.1185  0.8173  0.83
C  -2.5185  -1.3516  -2.0869  -1.01
C  -3.3059  -0.9106  -0.8350  -0.90
H  -2.1389  -2.3799  -1.9628  0.43
H  -3.2613  -1.3949  -2.9100  0.69
H  -3.5950  0.1547  -0.9109  0.42
H  -4.2314  -1.5148  -0.7393  0.59
C  -2.6037  -2.9220  1.1055  -1.31
H  -2.0386  -3.1837  2.0160  0.43
H  -2.1913  -3.4795  0.2466  0.48
H  -3.6726  -3.1751  1.2449  0.48
C  -3.6541  -0.2907  1.9255  -1.39
H  -4.5218  -0.9637  2.0741  0.46
H  -3.9825  0.6688  1.4770  0.38
H  -3.1529  -0.1037  2.8896  0.42
C  -0.7146  -1.2249  -4.2680  -1.29
H  0.1964  -0.8258  -4.7342  0.44
H  -1.5368  -1.1597  -5.0010  0.49
H  -0.5371  -2.2866  -4.0410  0.39
C  -1.9746  1.2087  -3.3768  -1.36
H  -2.6045  1.6873  -2.6180  0.33
H  -2.5936  0.9577  -4.2481  0.49
H  -1.2172  1.9319  -3.6979  0.45
Pt  1.9958  0.9715  -0.0021  0.77
C  -0.7699  0.1947  2.0786  -0.82
C  0.4373  -0.4446  1.6328  -0.71
C  0.5757  -1.5870  0.6003  -0.18
C  0.8181  -1.4412  -0.9514  -1.31
C  0.6258  -0.1324  -1.6820  -0.42
C  -0.1019  1.0838  -1.1901  -0.85
C  -1.2177  0.9990  -0.1930  0.65
C  -0.9392  1.5078  1.2653  -0.95
C  3.3750  2.0117  -0.9133  -1.20
H  -1.1173  0.0955  3.0814  0.81
H  1.3109  -0.4825  2.3531  0.45
H  -0.2787  -2.3249  0.7232  -0.11
H  1.4591  -2.1759  0.9859  0.66
H  1.8552  -1.7943  -1.1031  0.44
H  0.2303  -2.2161  -1.4882  0.49
H  1.1780  0.0157  -2.6185  0.92
H  0.0233  2.0675  -1.7103  0.52
H  -1.2777  -0.1335  -0.1579  -1.33
H  -2.1866  1.4214  -0.5586  0.96
H  0.0415  2.1531  1.2610  0.20
H  -1.8099  2.1466  1.6165  0.41
H  3.5297  2.9020  -0.2913  0.32
H  2.9759  2.3095  -1.8899  0.37
H  4.3434  1.5075  -1.0419  0.36
C  4.5157  0.2394  2.0439  -1.19
C  3.4454  1.0846  2.7202  0.85
C  4.0590  2.2093  3.5545  -1.51
O  2.4853  1.6911  1.8751  -0.50
H  5.0786  0.8755  1.3453  0.28
H  4.0408  -0.5862  1.4992  0.23
H  5.1920  -0.1582  2.8176  0.45
H  2.9095  0.4433  3.4554  0.19
H  4.5552  2.9353  2.8959  0.37
H  3.2974  2.7398  4.1351  0.37
H  4.8086  1.8340  4.2593  0.40

Molecular formula: C18H39FO9S3Si2
Method: DFT, wB97M-V/def2-TZVPD

The value obtained for the HOMO energy is -9.438 eV. The net charge is 0. The value obtained for the largest force on an atom is 0.01967 Eh/bohr. As for the total energy: -88707.393 eV.

Each line ends with the Mulliken charge.
Cartesian coordinates (Å):
C  -0.7159  -4.2346  -0.4301  -0.80
C  -1.0859  -3.2131  0.3559  0.00
Si  -1.5669  -1.5943  -0.3952  0.16
O  -3.1148  -1.1207  -0.0661  -0.09
C  -3.6895  -1.5423  1.1597  -0.43
C  -5.1381  -1.1105  1.1647  -0.59
O  -5.8289  -1.8179  0.1613  -0.29
C  -6.6912  -1.0532  -0.6489  -0.18
C  -8.0036  -1.7897  -0.8700  -1.19
O  -0.4974  -0.4471  0.1620  -0.14
Si  0.2668  0.5175  -0.9379  0.58
F  1.0745  -0.3700  -1.9915  -0.26
H  -0.1763  -5.0905  -0.0602  0.20
H  -0.9261  -4.1801  -1.4906  0.20
H  -1.0490  -3.3509  1.4319  0.40
H  -1.4757  -1.7162  -1.8608  -0.18
H  -3.2001  -1.0716  2.0157  0.35
H  -3.6596  -2.6250  1.2777  0.36
H  -5.5967  -1.2985  2.1386  0.29
H  -5.1474  -0.0346  0.9859  0.35
H  -6.2419  -0.8806  -1.6274  0.24
H  -6.9252  -0.0906  -0.1964  0.34
H  -8.3828  -2.1904  0.0643  0.31
H  -7.8701  -2.6133  -1.5672  0.28
H  -8.7159  -1.1099  -1.3304  0.38
H  -0.6821  1.3437  -1.6959  -0.13
H  1.2575  1.2974  -0.2073  -0.18
C  -0.7969  5.2124  2.9460  -0.58
C  -0.7020  6.4901  2.0996  -0.73
C  -0.1065  6.0977  0.7407  -0.28
S  -0.5756  4.3861  0.4677  1.20
O  0.6210  3.5733  0.4610  -0.59
O  -1.5349  4.3075  -0.6016  -0.74
C  -1.4105  4.1545  2.0344  -0.75
H  -1.3978  5.3621  3.8416  0.36
H  0.2016  4.8994  3.2589  0.29
H  -1.7006  6.9081  1.9589  0.29
H  -0.0944  7.2519  2.5852  0.37
H  -0.4975  6.7001  -0.0740  0.40
H  0.9797  6.1478  0.7421  -0.01
H  -1.2555  3.1338  2.3768  0.39
H  -2.4712  4.3386  1.8684  0.38
C  3.0558  -7.7560  0.1288  -0.56
C  2.7821  -9.2509  -0.0890  -0.63
C  1.4578  -9.3674  -0.8554  -0.65
S  1.3056  -7.8580  -1.8220  1.11
O  0.1748  -7.1095  -1.3330  -0.59
O  1.4475  -8.1598  -3.2212  -0.69
C  2.8029  -7.0849  -1.2176  -0.67
H  4.0714  -7.5764  0.4777  0.34
H  2.3675  -7.3585  0.8777  0.29
H  3.5898  -9.6864  -0.6800  0.30
H  2.7368  -9.7945  0.8532  0.33
H  1.4413  -10.2164  -1.5332  0.34
H  0.6031  -9.4135  -0.1837  0.37
H  2.6499  -6.0101  -1.1522  0.37
H  3.5961  -7.3081  -1.9300  0.33
C  5.4319  6.2483  0.3840  -0.57
C  5.2220  4.7569  0.0838  -0.73
C  3.9259  4.6290  -0.7282  -0.13
S  3.7479  6.1783  -1.6229  1.08
O  2.5771  6.8634  -1.1294  -0.59
O  3.9452  5.9523  -3.0296  -0.70
C  5.1942  6.9781  -0.9351  -0.72
H  6.4288  6.4477  0.7740  0.34
H  4.7061  6.5815  1.1291  0.30
H  6.0638  4.3827  -0.5018  0.31
H  5.1691  4.1645  0.9957  0.36
H  3.9628  3.8156  -1.4473  0.39
H  3.0522  4.5135  -0.0882  -0.07
H  4.9974  8.0411  -0.8205  0.39
H  6.0168  6.8207  -1.6316  0.35